17
Properties=species:S:1:pos:R:3:forces:R:3 method="wB97M-V/def2-TZVPD" lumo_ha=-0.015 relative_energy_ev=4.8459 total_charge=0 smiles="CC[C@](F)(C(N)=O)[N+](=O)[O-]" total_energy_ev=-16097.9970
C -1.94721 -0.99346 -0.04486 0.38 -3.42 -1.38
C -0.50898 -1.25187 -0.40960 -1.13 4.00 -2.25
C 0.34037 -0.20192 0.27455 -1.38 2.65 -2.27
F 0.14646 -0.01895 1.59642 -0.82 -0.70 0.45
C 0.13244 1.43446 -0.41102 2.60 -3.06 3.67
N 0.85015 2.19714 0.44345 -0.51 -0.21 0.30
O -0.37874 1.65444 -1.42873 -1.47 0.67 -2.37
N 1.76626 -0.35995 0.11472 1.77 -1.34 0.68
O 2.17236 -0.95329 -0.86730 -0.05 0.57 0.23
O 2.45185 0.06669 1.04065 0.32 -0.32 -0.93
H -2.32772 -0.05443 -0.12975 -0.60 2.91 -1.00
H -2.04270 -1.19061 0.96367 -0.78 -1.05 2.17
H -2.49557 -1.69754 -0.71854 -0.23 0.60 1.06
H -0.20736 -2.18607 -0.20449 1.05 -3.43 1.27
H -0.54576 -1.25211 -1.54531 1.08 0.81 1.28
H 1.35728 1.77274 1.21813 -0.39 0.03 -0.44
H 1.23686 3.03473 0.10803 0.17 1.30 -0.47


18
Properties=species:S:1:pos:R:3:forces:R:3 method="wB97M-V/def2-TZVPD" lumo_ha=-0.024 relative_energy_ev=1.3831 total_charge=0 total_energy_ev=-18144.2949
C -0.83297 -1.40354 0.09944 1.16 0.42 0.92
C 1.74444 1.58448 -0.42332 -1.06 1.27 1.37
C 1.06128 0.44124 0.30934 -1.40 -0.63 1.44
C -0.19838 -0.17351 -0.32428 -0.76 5.11 0.70
N -1.51311 -2.00602 -0.83715 -2.42 -5.68 -0.17
N -1.56446 0.96695 0.71482 2.62 -2.37 -2.03
O -0.69225 -1.84089 1.24428 0.26 0.24 -0.77
O -1.23316 1.21097 1.82340 -0.83 0.74 0.74
O -2.52186 1.17454 0.05087 -0.97 0.67 0.24
O 2.00592 -0.61294 0.54388 0.01 1.01 -0.67
F -0.51008 0.27213 -1.58014 0.35 -0.91 0.94
H 1.99680 1.49221 -1.47011 0.58 -0.81 0.04
H 1.14669 2.53994 -0.43076 0.22 -1.02 0.43
H 2.54172 1.73211 0.32274 0.46 0.38 -1.10
H 0.66248 0.81009 1.37943 1.01 -0.64 -2.33
H -1.81504 -1.84661 -1.81542 0.84 0.47 1.38
H -1.70916 -3.01280 -0.39158 -0.07 2.82 -1.84
H 1.43114 -1.32837 0.78454 -0.01 -1.09 0.73


15
Properties=species:S:1:pos:R:3:forces:R:3 method="wB97M-V/def2-TZVPD" lumo_ha=0.008 relative_energy_ev=0.4541 total_charge=0 smiles="NC(N)=CC(=S)CF" total_energy_ev=-20794.0836
N 1.42787 1.37297 -0.71012 -0.30 -2.24 1.08
C 0.13596 1.16291 -0.35471 -0.27 -0.58 -1.51
N -0.65638 2.27186 -0.49240 0.62 0.96 0.38
C -0.44839 -0.08445 -0.07161 1.31 0.97 0.82
C 0.28112 -1.27820 0.13914 -1.17 0.88 -1.23
S 1.74088 -1.77928 -0.49495 0.01 0.40 0.53
C -0.53520 -2.25454 0.91578 0.54 -2.26 -0.81
F -1.90717 -2.21781 0.65911 0.30 0.43 0.30
H 1.67706 2.21067 -1.15158 0.33 1.06 -0.56
H 2.04982 0.54242 -0.79138 -0.72 0.68 0.10
H -0.15984 3.14230 -0.31586 -0.38 -0.20 -0.18
H -1.61499 2.30390 -0.18528 0.14 -0.48 0.11
H -1.46804 -0.02580 0.29411 0.13 -0.14 -0.04
H -0.32824 -2.10232 1.96546 -0.26 -0.02 0.46
H -0.19446 -3.26463 0.59429 -0.27 0.53 0.56


16
Properties=species:S:1:pos:R:3:forces:R:3 method="wB97M-V/def2-TZVPD" lumo_ha="-0.192 / -0.208" relative_energy_ev=1.7114 total_charge=+1 total_energy_ev=-13486.5374
N -2.06720 -0.13084 -1.02080 3.51 2.87 1.62
C -0.76132 0.24445 -0.91980 -1.21 -2.96 0.43
N -0.47475 1.25521 -0.09224 1.90 1.02 1.80
C 0.58072 1.37749 0.75856 0.96 -1.81 -0.40
N 1.37149 0.39557 1.11859 -1.87 0.59 -0.75
C 1.54763 -0.92878 0.30435 -1.94 -0.10 0.09
O 2.36557 -0.86292 -0.54489 1.70 0.08 -1.20
C 0.45208 -1.77318 0.50314 2.40 1.00 -3.35
F 0.19826 -2.63243 -0.51624 -0.18 0.11 1.26
H -2.26927 -0.74852 -1.72776 -1.25 -1.62 -1.72
H -2.72212 0.37387 -0.42152 -0.13 -0.71 -0.60
H 0.09504 -0.13835 -1.45737 -0.55 -0.59 -0.64
H -0.98614 2.07492 -0.20416 -1.22 1.78 -0.06
H 0.85911 2.34176 1.12897 -0.58 0.63 0.26
H 1.98236 0.64877 1.85047 1.18 0.09 0.81
H -0.17146 -1.49702 1.24069 -2.73 -0.37 2.45


13
Properties=species:S:1:pos:R:3:forces:R:3 method="wB97M-V/def2-TZVPD" lumo_ha=0.021 relative_energy_ev=3.1738 total_charge=0 total_energy_ev=-9023.0971
C -0.62567 -0.92159 0.20406 1.23 -4.36 2.47
C -0.31140 -0.30577 -1.06573 -0.39 5.34 -1.91
C 0.51804 0.90534 -0.30597 1.10 -5.30 0.68
C 0.46225 -0.19664 0.97397 -0.48 2.80 -2.84
H -1.66195 -0.49881 2.02487 -0.92 -1.09 -5.86
H -0.39404 -2.05967 0.05846 -0.74 1.48 0.94
H 0.17322 -0.75969 -1.93706 0.09 -0.40 0.81
H -1.18003 0.23751 -1.43922 -0.33 -0.37 -0.52
H -0.12302 1.71945 -0.05466 0.29 1.19 -0.38
H 0.11996 0.33866 1.82704 0.06 -0.07 1.18
H 1.35113 -0.73874 1.04321 1.49 -0.60 0.41
O -1.87485 -0.69660 0.83733 0.41 1.02 4.45
F 1.82825 1.16067 -0.78436 -1.79 0.36 0.56


13
Properties=species:S:1:pos:R:3:forces:R:3 method="wB97M-V/def2-TZVPD" lumo_ha=0.035 relative_energy_ev=1.4979 total_charge=0 smiles="OC/C=C/CF" total_energy_ev=-9024.7731
O -1.51117 -1.74289 1.34100 0.24 -0.43 -0.29
C -1.40494 -0.36120 1.39622 1.44 2.09 0.21
C -0.78159 0.22508 0.12815 0.34 0.28 0.61
C 0.49473 0.62434 0.00533 -0.13 0.22 2.12
C 1.23523 1.22377 -1.12486 -0.66 0.85 -0.98
F 1.82828 0.10649 -1.69737 0.70 0.22 -0.78
H -0.67332 -1.93879 0.90943 -0.06 -0.96 0.03
H -0.74221 -0.00171 2.20835 -0.34 -0.43 0.17
H -2.37283 0.11056 1.54264 -0.22 -0.22 0.03
H -1.55398 0.30462 -0.59696 -0.03 0.37 -1.30
H 1.18453 0.47029 0.85504 -0.66 -0.13 -0.06
H 1.98965 2.05572 -0.98519 -0.47 -1.36 0.71
H 0.54233 1.71206 -1.81397 -0.15 -0.51 -0.47


13
Properties=species:S:1:pos:R:3:forces:R:3 method="wB97M-V/def2-TZVPD" lumo_ha=0.042 relative_energy_ev=2.5099 total_charge=0 smiles="C=CF.C=CO" total_energy_ev=-9023.7611
C -2.26963 -0.68898 0.44101 1.27 0.47 0.42
C -2.24429 -0.92761 -0.83475 0.06 -2.03 -1.41
F -1.25253 -1.70728 -1.41939 -0.10 0.43 0.63
H -1.40243 -0.95705 1.04636 -0.59 0.04 -0.01
H -2.94072 0.06591 0.76765 -0.81 0.07 0.55
H -3.01425 -0.86863 -1.57583 -0.38 0.85 -0.13
C 2.40446 0.63457 -0.70307 1.03 1.35 0.83
C 1.49236 0.76112 0.20760 0.66 2.80 2.54
O 0.38036 0.04119 0.25779 -0.31 2.60 4.57
H 3.31870 1.15438 -0.81660 0.48 0.59 0.22
H 2.14915 -0.05332 -1.37718 -0.32 -2.82 -3.12
H 1.58944 1.56049 1.00692 -0.43 -1.32 -0.77
H 0.30287 -0.44321 -0.48064 -0.56 -3.04 -4.33


13
Properties=species:S:1:pos:R:3:forces:R:3 method="wB97M-V/def2-TZVPD" lumo_ha=0.042 relative_energy_ev=1.3142 total_charge=0 total_energy_ev=-9024.9568
C 1.63844 -0.08688 -1.18372 -0.36 1.04 0.77
C 0.35269 -0.44276 -0.52747 0.30 0.83 0.89
C -0.40756 -0.05416 1.33474 1.46 0.08 2.12
C -0.47301 0.68613 0.07029 0.41 0.41 -1.03
H 2.14524 0.47856 -0.39501 0.65 -0.30 -0.38
H 2.04797 -1.02778 -1.39877 1.49 -1.04 -0.32
H 1.61750 0.52935 -2.08112 -0.48 -0.10 -0.05
H -0.24802 -1.12200 -1.07491 -0.71 -0.72 -0.62
H -1.37132 -0.52613 1.49755 -0.02 -0.23 0.45
H -0.01611 0.53034 2.21432 -0.62 -0.82 -0.58
H -0.03837 1.69416 0.00604 -0.02 -0.33 0.11
O 0.61415 -0.98424 0.83810 -0.99 0.81 -0.72
F -1.74593 0.74483 -0.40400 -1.09 0.35 -0.65


17
Properties=species:S:1:pos:R:3:forces:R:3 method="wB97M-V/def2-TZVPD" lumo_ha=0.024 relative_energy_ev=1.2346 total_charge=0 smiles="O=S(=O)(O)F.O=C1CCC1" total_energy_ev=-26001.9455
O -3.87528 0.80600 -0.58699 2.90 -1.32 1.02
S -2.61970 0.21541 -0.14077 0.09 4.22 0.07
O -1.30421 0.52458 -0.69822 -3.45 0.34 0.03
O -2.78332 -1.27613 0.02535 -1.14 0.03 0.36
F -2.34475 0.74154 1.44163 -0.93 -1.13 -2.19
H -1.90017 -1.54771 0.32838 1.39 -1.18 0.17
O -0.27739 -1.60848 0.20994 0.63 -0.65 -0.60
C 0.52082 -0.72394 -0.00690 0.21 -1.31 1.77
C 1.06000 0.27845 0.99102 1.26 0.53 -0.08
C 2.17891 0.55563 -0.06701 2.20 -3.84 1.60
C 1.39042 -0.23773 -1.17322 -0.35 0.79 1.75
H 1.24952 0.21390 2.10374 0.12 -0.94 -1.39
H 0.32554 1.02915 0.98342 -1.02 1.46 -0.31
H 2.55554 1.47758 -0.30500 0.17 2.64 -0.51
H 3.18009 0.00537 0.29082 -2.21 0.69 -0.89
H 0.71592 0.52535 -1.61804 0.69 -0.83 -0.69
H 1.92805 -0.97898 -1.77814 -0.56 0.48 -0.12


12
Properties=species:S:1:pos:R:3:forces:R:3 method="wB97M-V/def2-TZVPD" lumo_ha=0.022 relative_energy_ev=0.5413 total_charge=0 smiles=CC1(I)CC1 total_energy_ev=-12360.3667
C -1.09085 -0.03490 1.10627 3.29 -0.25 -0.03
C 0.07246 -0.34955 0.14635 1.07 0.45 0.23
I 1.17656 -2.06971 0.90204 -0.34 0.03 -0.57
C 0.03517 -0.01602 -1.35294 0.25 -0.05 2.91
C 1.02817 0.68033 -0.38260 0.07 -1.71 -1.59
H -1.90278 -0.47158 0.59854 -1.68 -0.14 0.36
H -1.03189 1.02172 1.27619 -0.94 0.77 -0.29
H -0.76408 -0.45153 2.07304 -0.99 -0.17 -0.36
H -0.83809 0.48743 -1.59663 -1.57 1.15 -0.34
H 0.17417 -0.82025 -2.02281 1.23 -0.47 -0.72
H 2.00387 0.31224 -0.61406 0.62 -0.34 0.33
H 1.13729 1.71181 -0.13341 -1.00 0.71 0.07